A structure of composition C30H27Cl5N3PRuS2Te, computed with ωB97M-V/def2-TZVPD.

Values from the calculation:
Total charge = +1
Expectation value of S² = 8.78
Maximum force = 0.70 eV/Å
Calculated total energy = -5124.929832 Ha
Relative energy (zero: lowest compared OMol25 entry of this formula, charge and spin) = 0.390 eV
HOMO-LUMO gap (spin up / spin down) = 0.229 / 0.212 Ha
HOMO (spin up / spin down) = -0.33307 / -0.37027 hartree
Spin multiplicity = 6

```
70
C30H27Cl5N3PRuS2Te (ωB97M-V/def2-TZVPD)
Te -0.636 2.302 -1.589
Ru 0.330 -0.200 -0.588
Cl 5.872 -1.406 0.651
Cl 4.477 3.767 1.121
Cl 2.945 -2.176 0.167
Cl 1.496 2.988 0.679
Cl 6.673 1.569 1.090
S 0.001 -0.083 1.934
S -2.241 -0.910 -0.253
P 0.113 -2.368 -1.831
N -0.387 -5.056 -1.338
N -1.360 -4.142 -3.370
N 1.016 -4.555 -3.267
C -0.173 -4.559 -4.106
C -1.306 -2.733 -2.974
C -2.626 -0.670 1.398
C -2.428 0.563 -3.398
C -3.251 0.296 -4.482
C 3.363 2.506 -4.385
C -1.600 -5.009 -2.278
C 2.730 1.773 0.512
C -3.324 -0.283 4.086
C -3.602 1.317 -5.351
C 3.033 3.580 -3.575
C 1.411 -3.203 -2.861
C 1.069 2.423 -2.833
C -1.635 -0.317 2.349
C -2.326 2.875 -4.038
C 4.676 -0.173 0.568
C 1.397 1.344 -3.646
C 2.335 0.491 0.178
C -3.143 2.606 -5.125
C 1.882 3.545 -2.801
C 5.036 1.157 0.786
C -4.305 -0.630 3.136
C 4.046 2.139 0.784
C -1.956 1.847 -3.177
C -0.194 -3.748 -0.637
C 2.539 1.389 -4.426
C -2.024 -0.132 3.699
C 0.849 -5.434 -2.170
C 3.343 -0.457 0.284
C -3.961 -0.819 1.827
H -2.447 -4.676 -1.677
H -3.629 -0.705 -4.641
H 1.705 -5.405 -1.493
H 2.791 0.553 -5.064
H -2.181 -0.222 -2.696
H -0.333 -5.570 -4.489
H 0.644 -3.849 0.054
H -0.020 -3.886 -4.948
H -1.753 -6.034 -2.622
H -1.259 0.138 4.414
H 2.350 -3.246 -2.313
H -3.424 3.407 -5.794
H -1.099 -3.512 -0.070
H 0.747 0.471 -3.684
H -1.976 3.886 -3.869
H -0.547 -5.783 -0.638
H 1.636 4.386 -2.166
H -4.242 1.112 -6.198
H 1.589 -2.605 -3.758
H -4.712 -1.076 1.093
H 4.259 2.540 -4.989
H 3.671 4.452 -3.544
H -5.334 -0.742 3.444
H -3.606 -0.132 5.117
H -2.244 -2.460 -2.488
H 0.674 -6.456 -2.516
H -1.204 -2.120 -3.872
```

---

A structure of composition C30H27Co2N2O6 in a non-equilibrium geometry, computed with ωB97M-V/def2-TZVPD.

Values from the calculation:
Total charge = -1
Maximum force = 4.67 eV/Å
Calculated total energy = -4485.800043 Ha
Relative energy (zero: lowest compared OMol25 entry of this formula, charge and spin) = 0.000 eV
HOMO-LUMO gap = 0.229 Ha
HOMO = -0.15053 hartree

```
67
C30H27Co2N2O6 (ωB97M-V/def2-TZVPD)
Co -4.344 -5.715 0.922
Co -2.314 -5.092 -0.453
O -0.513 -3.954 1.563
O -5.376 -8.365 1.552
O -3.020 -4.813 3.376
O -6.988 -4.597 1.400
O -2.129 -7.926 0.425
O -0.440 -5.713 -2.639
N 2.408 2.795 -0.090
N 0.233 2.830 -0.098
C -4.995 -7.300 1.315
C -3.384 2.452 -0.807
C -2.679 -2.141 -0.732
C 4.105 1.238 -0.895
C -1.361 1.218 0.695
C -3.041 -3.438 -0.611
C -1.225 -5.483 -1.824
C 5.455 0.877 -0.974
C 3.744 2.317 -0.064
C -3.700 1.371 0.026
C 1.303 1.983 -0.081
C -1.097 2.358 -0.086
C -5.099 0.836 0.109
C -1.209 -4.412 0.761
C -2.681 0.770 0.772
C 0.676 4.165 -0.151
C 6.038 2.553 0.649
C 6.428 1.511 -0.197
C 3.136 0.520 -1.764
C 4.702 2.953 0.749
C 4.328 3.994 1.748
C 7.865 1.083 -0.287
C -3.497 -5.122 2.365
C -3.993 -4.443 -0.634
C -2.493 -6.838 0.231
C -1.754 4.003 -1.894
C -5.939 -5.020 1.172
C -2.081 2.951 -0.893
C -0.271 0.536 1.439
C 2.007 4.142 -0.163
H 2.096 0.650 -1.430
H 0.644 0.418 0.796
H -1.675 -1.815 -0.437
H 3.491 3.696 2.388
H 3.379 -0.547 -1.756
H -0.926 3.719 -2.551
H -4.167 2.909 -1.414
H -5.734 1.311 -0.644
H -4.769 -4.452 -1.410
H 5.190 4.163 2.400
H 0.015 1.100 2.336
H -0.612 -0.452 1.762
H -5.119 -0.252 -0.051
H 3.228 0.858 -2.805
H 8.473 1.606 0.458
H 7.972 0.004 -0.117
H -1.520 4.966 -1.433
H 5.747 0.083 -1.665
H 4.090 4.956 1.284
H -0.007 4.993 -0.147
H -3.303 -1.394 -1.232
H -2.911 -0.090 1.412
H 8.293 1.296 -1.277
H -5.547 1.025 1.094
H 6.788 3.065 1.255
H -2.633 4.159 -2.525
H 2.717 4.940 -0.223
```

---

A structure of composition C30H27FeN4PS3Te in a non-equilibrium geometry, computed with ωB97M-V/def2-TZVPD.

Values from the calculation:
Expectation value of S² = 6.02
Maximum force = 1.41 eV/Å
Calculated total energy = -4446.068434 Ha
Relative energy (zero: lowest compared OMol25 entry of this formula, charge and spin) = 0.408 eV
HOMO-LUMO gap (spin up / spin down) = 0.238 / 0.238 Ha
HOMO (spin up / spin down) = -0.24853 / -0.25545 hartree
Spin multiplicity = 5

```
67
C30H27FeN4PS3Te (ωB97M-V/def2-TZVPD)
Te 1.197 2.651 1.420
Fe -0.015 1.556 -0.601
S -3.461 4.488 -1.780
S -1.842 1.964 -2.475
S 3.801 0.602 0.971
P -0.516 -0.623 0.299
N -2.757 1.449 0.487
N 1.765 1.405 -1.979
N -0.880 4.327 -1.647
N 0.203 3.496 -1.559
C 2.806 0.706 3.293
C 0.145 -1.606 4.791
C -4.394 3.886 -3.207
C -0.686 -0.182 3.034
C -0.175 -1.052 2.068
C 0.479 -2.207 2.483
C 0.157 -2.037 -0.647
C 3.694 0.422 -2.989
C -0.527 -0.457 4.383
C 0.637 -2.482 3.837
C 4.173 1.674 -3.317
C 3.897 -0.218 3.368
C -2.337 -0.970 0.435
C 1.226 3.720 -2.238
C 2.197 2.615 -2.366
C -2.808 -2.274 0.612
C 2.613 1.228 2.050
C 0.002 -3.666 -2.427
C 4.531 -0.378 2.176
C -4.983 -1.453 1.189
C 2.061 -3.421 -1.215
C -4.532 -0.154 1.024
C -0.571 -2.655 -1.664
C 2.493 0.339 -2.303
C -4.121 -2.520 0.974
C -3.218 0.104 0.641
C 3.406 2.787 -3.007
C 1.492 -2.403 -0.459
C 1.310 -4.065 -2.191
C -1.924 3.641 -1.969
H -4.300 2.807 -3.278
H 1.747 -4.869 -2.773
H 5.389 -0.996 1.939
H -0.924 0.234 5.119
H -0.577 -4.144 -3.209
H 2.098 -1.877 0.275
H -1.219 0.708 2.730
H 5.122 1.785 -3.826
H 1.158 -3.383 4.143
H -1.586 -2.340 -1.871
H 1.318 4.622 -2.841
H 3.093 -3.706 -1.044
H 2.096 -0.620 -2.001
H 3.725 3.790 -3.272
H -5.435 4.161 -3.037
H -4.466 -3.538 1.112
H -4.032 4.364 -4.114
H -2.125 -3.107 0.502
H 0.859 -2.917 1.762
H -5.207 0.679 1.197
H 4.186 -0.738 4.274
H -2.800 1.705 -0.496
H 2.177 0.965 4.138
H -3.345 2.106 0.984
H 4.236 -0.478 -3.247
H -6.008 -1.635 1.493
H 0.281 -1.815 5.847
```